{"formula": "C3H11NO3", "method": "ωB97M-V with the def2-TZVPD basis set", "elements": ["O", "C", "C", "C", "N", "H", "H", "H", "H", "H", "H", "H", "H", "H", "O", "H", "H", "O"], "xyz": [[-0.84, -0.04, 2.43], [0.24, -0.14, 1.80], [0.69, 0.85, 0.67], [1.60, 0.18, -0.43], [-0.28, 1.77, -0.02], [1.01, -0.87, 1.96], [1.26, 1.44, 1.41], [1.55, 0.93, -1.31], [1.37, -0.81, -0.55], [2.71, 0.15, -0.27], [-0.97, 2.25, 0.59], [-0.89, 1.35, -0.71], [-0.55, -1.89, -1.53], [-0.50, -0.64, -2.69], [-0.09, -1.47, -2.24], [-2.68, -1.53, 0.27], [-1.68, -0.53, 0.68], [-1.95, -1.00, -0.06]], "de_lowest_kcal_mol": 39.4, "spin_multiplicity": 2, "charge": -1, "s_squared": 0.7532, "e_lumo_ev": [3.938, 3.718], "fmax_ha_per_bohr": 0.09095, "homo_lumo_gap_ev": [3.506, 7.213], "homo_energy_ev": [0.43, -3.49], "e_tot_ev": -10919.74415}

{"formula": "C4H4BrF", "method": "ωB97M-V with the def2-TZVPD basis set", "elements": ["C", "C", "C", "C", "F", "Br", "H", "H", "H", "H"], "xyz": [[0.08, 0.54, 0.66], [2.52, 0.64, -0.74], [-0.86, -0.51, 1.00], [-1.17, 0.42, -0.17], [1.72, 0.96, -1.70], [2.43, -1.19, -0.46], [-0.38, -1.60, 0.89], [-1.44, -0.38, 1.89], [-1.93, 1.11, -0.13], [-0.97, 0.02, -1.24]], "de_lowest_kcal_mol": 123.3, "e_lumo_ev": -0.763, "fmax_ha_per_bohr": 0.08216, "homo_lumo_gap_ev": 8.298, "homo_energy_ev": -9.06, "e_tot_ev": -76964.79321}

{"formula": "C6H14N2O", "method": "ωB97M-V with the def2-TZVPD basis set", "elements": ["C", "C", "C", "N", "H", "H", "H", "H", "H", "H", "H", "H", "H", "C", "C", "C", "N", "O", "H", "H", "H", "H", "H"], "xyz": [[1.15, 0.38, -0.13], [1.86, 1.61, -0.68], [1.16, 0.35, 1.39], [1.63, -0.82, -0.74], [-0.56, -0.50, -0.04], [1.56, -1.65, -0.15], [2.56, -0.76, -1.13], [1.39, 2.52, -0.32], [2.18, 0.39, 1.78], [2.91, 1.62, -0.35], [1.85, 1.63, -1.77], [0.61, 1.21, 1.78], [0.68, -0.55, 1.77], [-2.79, -0.88, 0.85], [-1.78, -1.13, -0.22], [-0.59, 0.78, -0.68], [-1.89, -2.01, -1.12], [-1.19, 1.69, -0.12], [-1.07, -2.05, -1.72], [-0.56, 0.62, -1.77], [-2.91, 0.19, 1.02], [-3.75, -1.31, 0.58], [-2.45, -1.33, 1.79]], "de_lowest_kcal_mol": 98.0, "e_lumo_ev": 0.707, "fmax_ha_per_bohr": 0.08024, "homo_lumo_gap_ev": 8.838, "homo_energy_ev": -8.13, "e_tot_ev": -11473.52254}

{"formula": "C5H7N2", "method": "ωB97M-V with the def2-TZVPD basis set", "elements": ["C", "C", "C", "C", "C", "N", "N", "H", "H", "H", "H", "H", "H", "H"], "xyz": [[1.23, 0.75, -0.69], [-0.05, 0.71, -1.23], [2.30, 0.48, -0.22], [-3.19, -0.06, 0.84], [-2.71, -0.96, 0.02], [-1.04, 0.79, -1.80], [3.55, 0.15, 0.20], [-2.52, 0.83, 1.16], [-4.21, -0.07, 1.34], [-1.69, -0.85, -0.34], [-3.10, -1.91, -0.28], [3.79, 0.89, 0.78], [4.12, 0.06, -0.56], [3.53, -0.81, 0.78]], "de_lowest_kcal_mol": 158.6, "charge": 1, "e_lumo_ev": -5.024, "fmax_ha_per_bohr": 0.09699, "homo_lumo_gap_ev": 7.439, "homo_energy_ev": -12.46, "e_tot_ev": -8265.90015}

{"formula": "C4H6N2O3S", "method": "ωB97M-V with the def2-TZVPD basis set", "elements": ["C", "C", "C", "C", "N", "N", "O", "O", "O", "S", "H", "H", "H", "H", "H", "H"], "xyz": [[3.46, 0.46, 0.18], [2.46, 1.42, 0.21], [1.60, -0.55, -0.31], [-2.40, -1.06, 0.12], [2.92, -0.73, -0.07], [1.33, 0.84, -0.12], [-1.28, 1.33, -0.15], [-3.33, 0.94, -1.34], [0.70, -1.30, -0.67], [-2.02, 0.36, -1.00], [4.42, 0.65, 0.54], [2.80, 2.37, 0.43], [-1.95, -0.72, 0.99], [-3.50, -1.06, 0.11], [-1.94, -2.07, -0.07], [0.33, 1.01, -0.16]], "de_lowest_kcal_mol": 0.0, "spin_multiplicity": 3, "s_squared": 2.0176, "e_lumo_ev": [0.812, -2.936], "fmax_ha_per_bohr": 0.05783, "homo_lumo_gap_ev": [9.199, 7.338], "homo_energy_ev": [-8.39, -10.27], "e_tot_ev": -24199.95809}

{"formula": "C20H15Br2GaN5", "method": "ωB97M-V with the def2-TZVPD basis set", "elements": ["Ga", "Br", "C", "C", "C", "N", "C", "C", "C", "C", "C", "Br", "C", "C", "N", "H", "H", "H", "H", "H", "H", "N", "C", "C", "C", "C", "C", "N", "C", "C", "C", "C", "C", "N", "H", "H", "H", "H", "H", "H", "H", "H", "H"], "xyz": [[-0.02, -0.12, -0.01], [0.90, 4.64, 4.44], [0.63, 3.24, 3.22], [0.34, 1.94, 3.68], [0.15, 0.95, 2.75], [0.22, 1.18, 1.42], [0.50, 2.43, 0.95], [0.70, 3.47, 1.84], [0.55, 2.55, -0.53], [0.81, 3.71, -1.23], [0.83, 3.70, -2.64], [1.18, 5.26, -3.60], [0.59, 2.48, -3.30], [0.34, 1.36, -2.55], [0.32, 1.38, -1.20], [0.28, 1.73, 4.73], [-0.07, -0.07, 3.04], [0.92, 4.47, 1.50], [1.00, 4.65, -0.72], [0.60, 2.43, -4.38], [0.14, 0.40, -3.01], [-0.67, -3.21, -0.27], [-1.80, -2.42, -0.25], [-3.07, -3.02, -0.34], [-4.20, -2.23, -0.32], [-4.07, -0.84, -0.21], [-2.82, -0.31, -0.12], [-1.69, -1.07, -0.14], [0.67, -2.94, -0.20], [1.59, -4.00, -0.25], [2.95, -3.74, -0.19], [3.39, -2.42, -0.07], [2.45, -1.42, -0.02], [1.12, -1.67, -0.09], [-0.88, -4.20, -0.36], [-3.15, -4.09, -0.43], [-5.18, -2.69, -0.39], [-4.93, -0.19, -0.19], [-2.64, 0.76, -0.03], [1.24, -5.02, -0.34], [3.66, -4.55, -0.22], [4.44, -2.17, -0.01], [2.72, -0.37, 0.07]], "charge": 3, "e_lumo_ev": -10.199, "fmax_ha_per_bohr": 0.01323, "homo_lumo_gap_ev": 7.774, "homo_energy_ev": -17.97, "e_tot_ev": -220871.95781}

{"formula": "C22H73N27O15", "method": "ωB97M-V with the def2-TZVPD basis set", "elements": ["O", "H", "H", "H", "C", "C", "C", "C", "C", "C", "N", "O", "C", "C", "C", "H", "H", "H", "H", "H", "H", "H", "H", "H", "H", "H", "H", "H", "H", "H", "H", "H", "H", "C", "O", "N", "N", "H", "H", "H", "H", "C", "O", "N", "N", "H", "H", "H", "H", "C", "O", "N", "N", "H", "H", "H", "H", "C", "O", "N", "N", "H", "H", "H", "H", "C", "O", "N", "N", "H", "H", "H", "H", "C", "O", "N", "N", "H", "H", "H", "H", "C", "O", "N", "N", "H", "H", "H", "H", "C", "O", "N", "N", "H", "H", "H", "H", "C", "O", "N", "N", "H", "H", "H", "H", "C", "O", "N", "N", "H", "H", "H", "H", "C", "O", "N", "N", "H", "H", "H", "H", "C", "O", "N", "N", "H", "H", "H", "H", "C", "O", "N", "N", "H", "H", "H", "H"], "xyz": [[-2.87, 3.16, 0.52], [-2.49, 3.68, 1.23], [-2.20, 2.87, -0.10], [-3.54, 3.67, 0.06], [-0.69, -0.60, -2.55], [-1.44, -0.28, -1.23], [-1.21, -1.59, -0.23], [0.13, -1.73, 0.46], [0.24, -0.44, 1.29], [0.11, 0.90, 0.49], [-1.07, 0.94, -0.43], [-1.13, 2.16, -1.24], [1.50, 1.25, -0.17], [-0.09, 1.91, 1.65], [-3.02, -0.31, -1.51], [-1.07, -1.51, -3.01], [0.38, -0.43, -2.47], [-0.77, 0.14, -3.33], [-1.25, -2.40, -0.97], [-1.96, -1.81, 0.53], [0.81, -1.80, -0.39], [0.25, -2.62, 1.07], [1.19, -0.41, 1.81], [-0.48, -0.54, 2.10], [1.73, 0.41, -0.82], [2.36, 1.19, 0.50], [1.62, 2.24, -0.61], [-1.03, 1.82, 2.20], [-0.06, 2.91, 1.22], [0.57, 1.85, 2.51], [-3.20, -1.01, -2.33], [-3.32, 0.63, -1.99], [-3.61, -0.64, -0.66], [-5.51, 2.25, 1.81], [-5.55, 3.20, 1.08], [-6.10, 2.24, 3.01], [-4.94, 1.15, 1.50], [-6.36, 3.18, 3.27], [-5.80, 1.51, 3.64], [-5.02, 0.35, 2.11], [-4.56, 1.12, 0.57], [2.56, -3.75, 3.37], [3.17, -2.96, 4.12], [2.37, -4.92, 3.74], [2.16, -3.47, 2.11], [2.62, -5.18, 4.68], [2.19, -5.61, 3.03], [1.76, -4.24, 1.60], [2.43, -2.63, 1.61], [0.89, -0.36, -6.76], [0.96, 0.77, -7.04], [1.82, -1.14, -6.84], [-0.16, -0.92, -6.19], [2.70, -0.65, -6.90], [1.61, -2.10, -6.60], [-0.20, -1.87, -5.85], [-0.81, -0.22, -5.87], [0.21, -0.84, 5.41], [-0.89, -0.35, 5.56], [0.47, -2.10, 5.80], [1.29, -0.22, 4.92], [-0.22, -2.57, 6.38], [1.23, -2.58, 5.35], [1.17, 0.73, 4.59], [1.90, -0.89, 4.48], [3.31, 2.32, -4.15], [4.29, 2.91, -4.59], [2.90, 1.14, -4.54], [2.50, 2.83, -3.32], [2.04, 0.66, -4.32], [3.53, 0.75, -5.23], [1.65, 2.36, -3.05], [2.58, 3.81, -3.08], [-4.60, -3.20, -4.24], [-4.67, -4.33, -3.84], [-5.62, -2.47, -4.56], [-3.49, -2.53, -4.25], [-5.29, -1.57, -4.90], [-6.48, -2.98, -4.55], [-3.55, -1.53, -4.30], [-2.56, -2.91, -4.18], [-2.72, 1.42, -5.12], [-2.48, 0.22, -5.26], [-2.62, 2.12, -4.07], [-3.04, 2.08, -6.13], [-2.15, 1.73, -3.26], [-2.42, 3.11, -4.00], [-3.31, 1.47, -6.89], [-2.99, 3.08, -6.29], [-4.01, -0.68, 3.96], [-4.99, -0.79, 3.29], [-2.81, -0.36, 3.54], [-3.97, -1.07, 5.19], [-2.52, -0.20, 2.58], [-2.06, -0.36, 4.22], [-4.83, -1.42, 5.61], [-3.17, -1.45, 5.67], [4.90, -1.46, -0.38], [4.04, -1.83, 0.48], [4.76, -0.43, -1.20], [5.96, -2.03, -0.58], [5.56, 0.01, -1.63], [3.92, 0.14, -1.18], [6.49, -1.74, -1.38], [5.96, -2.90, -0.06], [5.14, 0.59, 3.15], [5.65, 1.60, 3.58], [5.66, -0.56, 2.85], [3.89, 0.52, 2.86], [6.66, -0.44, 2.73], [5.14, -1.31, 2.42], [3.51, -0.29, 2.38], [3.38, 1.39, 2.78], [3.10, 4.96, 0.41], [3.86, 5.69, -0.19], [3.55, 4.13, 1.40], [1.87, 4.77, 0.11], [4.48, 4.03, 1.77], [2.82, 3.69, 1.95], [1.47, 5.26, -0.68], [1.21, 4.14, 0.54], [-1.56, -5.66, -2.03], [-1.03, -5.78, -3.04], [-2.72, -5.15, -1.94], [-0.91, -5.85, -0.88], [-3.10, -4.62, -2.71], [-2.89, -4.76, -1.02], [0.05, -6.06, -1.11], [-1.42, -5.97, -0.02], [1.46, 3.92, 4.37], [1.33, 4.03, 3.19], [2.43, 3.35, 5.05], [0.56, 4.33, 5.13], [2.54, 3.37, 6.06], [3.28, 3.13, 4.56], [0.54, 3.84, 6.02], [0.21, 5.27, 5.01]], "e_lumo_ev": -0.257, "fmax_ha_per_bohr": 0.19680, "homo_lumo_gap_ev": 6.925, "homo_energy_ev": -7.18, "e_tot_ev": -94945.24548}

{"formula": "C44H36GeIrN7S4", "method": "ωB97M-V with the def2-TZVPD basis set", "elements": ["Ir", "C", "C", "N", "C", "C", "C", "C", "C", "C", "C", "C", "N", "C", "N", "H", "H", "H", "H", "H", "H", "H", "H", "H", "N", "C", "S", "C", "C", "C", "N", "C", "C", "H", "H", "H", "H", "H", "H", "C", "Ge", "C", "C", "C", "C", "C", "C", "C", "C", "C", "C", "C", "C", "C", "C", "C", "C", "C", "C", "H", "H", "H", "H", "H", "H", "H", "H", "H", "H", "H", "H", "H", "H", "H", "H", "S", "C", "S", "C", "N", "N", "C", "C", "C", "C", "C", "C", "S", "H", "H", "H", "H", "H"], "xyz": [[1.27, 0.14, 0.41], [4.92, 1.97, 1.72], [3.65, 1.43, 1.63], [3.16, 0.99, 0.47], [3.90, 1.09, -0.64], [5.16, 1.67, -0.65], [5.68, 2.08, 0.57], [6.01, 1.86, -1.84], [5.76, 2.14, -3.12], [4.49, 2.35, -3.85], [4.49, 3.11, -5.01], [3.29, 3.27, -5.67], [2.16, 2.71, -5.24], [2.27, 1.98, -4.14], [3.37, 1.78, -3.42], [5.30, 2.29, 2.68], [3.00, 1.32, 2.49], [3.46, 0.71, -1.55], [6.68, 2.51, 0.62], [7.07, 1.83, -1.59], [6.63, 2.32, -3.74], [5.40, 3.58, -5.38], [3.22, 3.86, -6.58], [1.37, 1.49, -3.78], [-4.15, -4.19, 0.67], [-4.25, -2.95, 0.19], [-5.62, -2.32, -0.47], [-3.00, -2.14, 0.31], [-2.20, -2.21, 1.44], [-1.02, -1.50, 1.47], [-0.59, -0.77, 0.43], [-1.40, -0.65, -0.64], [-2.61, -1.30, -0.72], [-4.95, -4.80, 0.58], [-3.27, -4.60, 0.94], [-2.47, -2.82, 2.29], [-0.36, -1.52, 2.32], [-1.04, -0.02, -1.44], [-3.24, -1.18, -1.59], [0.35, 1.68, 0.86], [0.16, 3.44, 0.01], [-1.34, 2.96, -1.16], [-2.58, 2.71, -0.56], [-3.63, 2.16, -1.28], [-3.46, 1.85, -2.62], [-2.24, 2.09, -3.24], [-1.19, 2.63, -2.51], [-0.44, 4.76, 1.32], [-1.40, 5.72, 1.01], [-1.79, 6.67, 1.95], [-1.21, 6.67, 3.21], [-0.26, 5.72, 3.53], [0.12, 4.77, 2.59], [1.66, 4.20, -0.99], [2.95, 4.22, -0.47], [3.99, 4.82, -1.15], [3.76, 5.41, -2.39], [2.48, 5.42, -2.92], [1.44, 4.82, -2.22], [-0.64, 1.55, 1.35], [-2.72, 2.94, 0.49], [-4.58, 1.97, -0.79], [-4.28, 1.41, -3.18], [-2.11, 1.85, -4.29], [-0.25, 2.80, -3.01], [-1.87, 5.73, 0.03], [-2.54, 7.41, 1.69], [-1.51, 7.41, 3.94], [0.19, 5.72, 4.52], [0.86, 4.03, 2.86], [3.14, 3.77, 0.50], [4.99, 4.82, -0.73], [4.57, 5.88, -2.93], [2.28, 5.89, -3.87], [0.44, 4.86, -2.64], [-1.10, -5.80, 1.55], [-0.23, -4.82, 0.51], [1.14, -3.89, 1.01], [1.14, -3.04, -0.51], [0.26, -3.48, -1.34], [-0.48, -4.50, -0.78], [-1.54, -5.02, -1.59], [-1.87, -6.37, -1.52], [-2.93, -6.84, -2.29], [-3.63, -5.99, -3.13], [-3.26, -4.65, -3.21], [-2.21, -4.17, -2.45], [2.22, -1.71, -0.80], [-1.33, -7.03, -0.88], [-3.19, -7.89, -2.24], [-4.46, -6.36, -3.72], [-3.79, -3.98, -3.87], [-1.89, -3.14, -2.53]], "de_lowest_kcal_mol": 0.0, "e_lumo_ev": -0.578, "fmax_ha_per_bohr": 0.00193, "homo_lumo_gap_ev": 7.122, "homo_energy_ev": -7.70, "e_tot_ev": -159338.68208}

{"formula": "C4H8N3OPS", "method": "ωB97M-V with the def2-TZVPD basis set", "elements": ["C", "C", "C", "C", "N", "N", "N", "O", "P", "S", "H", "H", "H", "H", "H", "H", "H", "H"], "xyz": [[2.74, -0.11, -0.82], [1.07, 1.04, 0.13], [0.45, -0.19, -0.18], [0.56, 2.20, 0.81], [2.36, 0.92, -0.17], [-1.27, -2.59, -0.24], [-1.83, -0.34, 1.02], [-2.32, -0.18, -2.25], [-1.16, -0.91, -0.40], [1.52, -1.29, -1.01], [3.85, -0.25, -1.10], [1.35, 2.58, 1.52], [0.49, 3.08, 0.00], [-0.34, 1.93, 1.29], [-2.24, -2.88, -0.03], [-1.04, -2.92, -1.22], [-1.55, 0.63, 1.21], [-2.65, -0.74, 1.44]], "de_lowest_kcal_mol": 123.1, "e_lumo_ev": [-0.139, -0.140], "fmax_ha_per_bohr": 0.11476, "homo_lumo_gap_ev": [8.126, 8.129], "homo_energy_ev": [-8.27, -8.27], "e_tot_ev": -30914.99613}